1.
Below is a structure of composition C45H65BCdFN7O4Sb, with properties calculated with ωB97M-V/def2-TZVPD.

```
! wB97M-V def2-TZVPD RIJCOSX def2/J DEFGRID3
* xyz -1 1
Cd 11.49049 12.64623 14.60394
C 15.37000 9.00666 14.74576
C 14.04352 9.56089 14.28594
C 12.79735 8.89371 14.48893
C 11.79126 9.70694 13.89772
N 12.34023 10.89591 13.56753
N 13.83329 10.72280 13.61135
B 14.72485 11.70690 12.85015
N 14.31039 13.13723 13.33128
N 14.06578 13.22986 14.68963
C 14.59220 14.40628 15.10165
C 15.16816 15.10136 13.98450
C 14.84250 14.36888 12.85161
C 14.95167 14.87904 11.41796
C 14.77987 14.89772 16.57943
C 13.92994 16.14489 16.68826
C 14.46940 13.82470 17.60860
C 16.24460 15.39431 16.75206
N 14.90930 11.36969 11.36350
N 13.86500 11.73568 10.53827
C 14.27303 11.68207 9.25820
C 15.66741 11.29314 9.24805
C 16.01310 11.14784 10.60820
C 17.24656 10.56274 11.17805
C 13.35019 12.10809 8.16488
C 12.64327 13.51622 8.48167
C 12.25186 11.04402 7.87249
C 14.20167 12.24202 6.87104
C 10.47413 9.27521 13.46186
C 10.83340 7.88903 12.79739
C 9.49523 9.02721 14.67399
C 9.75069 10.16881 12.42467
H 15.75035 9.65473 15.53824
H 16.18059 8.87627 13.96454
H 15.11795 8.03863 15.10898
H 12.66245 7.88223 14.93042
H 15.92980 11.55714 13.24755
H 15.74251 16.01427 14.03017
H 14.29253 14.38020 10.74982
H 15.98645 14.75628 11.07900
H 14.82696 15.96872 11.44573
H 12.84648 15.89483 16.53488
H 14.28269 16.90920 16.01920
H 14.00963 16.60481 17.70689
H 13.49489 13.34232 17.59900
H 14.70480 14.23697 18.56898
H 15.22217 13.07429 17.33615
H 16.49033 16.14198 15.94664
H 17.01006 14.55633 16.74567
H 16.41176 15.93211 17.73861
H 16.31723 11.15396 8.34308
H 18.08921 11.08348 10.74617
H 17.35132 9.48567 10.81794
H 17.37059 10.72103 12.31021
H 11.86992 13.46190 9.28654
H 12.16430 13.89200 7.58389
H 13.45496 14.15082 8.78138
H 11.51021 10.97294 8.67786
H 12.76362 10.07462 7.68734
H 11.68294 11.22586 6.94870
H 15.05176 12.94988 7.05959
H 13.70900 12.59022 5.96438
H 14.64440 11.28910 6.54293
H 11.04994 7.16086 13.53808
H 11.58623 7.96185 12.10332
H 9.87979 7.62463 12.22106
H 10.06414 8.72058 15.53333
H 8.91552 8.12238 14.30687
H 8.76497 9.80044 14.83260
H 10.31839 10.11223 11.52606
H 9.66649 11.20720 12.77131
H 8.68688 9.73844 12.36204
O 10.98888 13.01466 11.11262
H 11.76528 12.53474 10.95267
H 11.30305 13.62864 11.82957
O 10.72565 16.78555 13.08177
H 11.50961 17.27419 12.74914
H 11.03904 15.78848 13.22291
F 11.53994 14.47691 13.31140
O 9.50480 12.29270 15.64267
N 9.70907 12.97371 16.75823
O 10.90961 13.38212 16.81963
C 7.57781 17.66057 14.06595
C 7.75954 18.95231 13.28283
C 7.19652 20.17215 13.66272
C 7.08135 21.28614 12.86335
C 7.74850 21.23204 11.61287
C 8.55270 20.12346 11.30582
C 8.52570 18.98295 12.11317
Sb 9.30898 17.16670 11.22872
C 11.12580 18.12762 10.30542
C 11.75404 19.05154 11.12345
C 13.03515 19.54372 10.87401
C 13.63952 19.16815 9.66480
C 12.92514 18.35800 8.72146
C 11.61737 17.92618 9.01697
C 10.75867 17.18403 7.95810
C 7.35622 17.06853 9.95308
C 7.16641 18.00601 8.88749
C 5.99896 18.10555 8.21047
C 4.89107 17.48170 8.78246
C 5.00967 16.60986 9.80535
C 6.29455 16.30511 10.34792
C 6.39659 15.12394 11.30540
H 7.25837 17.91439 15.06125
H 8.49930 17.11004 14.02720
H 6.82141 17.04530 13.57368
H 6.68188 20.09203 14.67091
H 6.55668 22.17741 13.19692
H 7.72512 22.05982 10.82930
H 9.20720 20.19759 10.46647
H 11.29712 19.27350 12.06053
H 13.52656 20.13009 11.58681
H 14.69709 19.35130 9.46274
H 13.46616 18.06968 7.80088
H 10.82972 17.72847 6.98512
H 9.73063 17.19120 8.21599
H 11.00313 16.13210 7.79612
H 8.01672 18.66530 8.66914
H 5.89931 18.34928 7.11720
H 3.94878 17.70247 8.43824
H 4.09271 16.16438 10.13928
H 5.87421 14.17995 10.95825
H 5.97905 15.38298 12.28940
H 7.47543 14.81276 11.33591
*
```

The value obtained for the frontier orbital gap is 6.9 eV. As for the LUMO energy: 2.36 eV. The HOMO energy comes out at -0.16521 Ha.

Löwdin atomic charge list, values in e, 5 entries:
1 Cd 1.438
2 C -0.020
3 C -0.247
4 C 0.002
5 C -0.322

2.
Below is a structure of composition C45H65BF4MnN3P3S2Si, with properties calculated with ωB97M-V/def2-TZVPD.

```
! wB97M-V def2-TZVPD RIJCOSX def2/J DEFGRID3
* xyz 0 2
Mn -0.15940 -0.90160 -0.86550
C -1.52990 2.71020 3.89310
C -1.20800 1.37480 4.55090
C -2.48530 0.69690 5.03940
P -0.34110 0.28900 3.28280
C 0.20640 -1.16120 4.37380
C 0.89240 -0.91510 5.71330
C 1.07230 -2.06370 3.50460
C 1.19630 1.25380 3.03200
C 1.94590 1.73970 4.09970
C 3.08270 2.49740 3.88430
C 3.44660 2.81770 2.58860
C 2.67830 2.36810 1.52940
C 1.56160 1.55560 1.71650
Si 0.43720 1.07950 0.19060
C 1.64540 1.66460 -1.24410
C 1.48000 2.94820 -1.75530
C 2.30570 3.47570 -2.73060
C 3.35020 2.71860 -3.22990
C 3.52710 1.43070 -2.76380
C 2.67680 0.89120 -1.79940
P 3.02120 -0.84290 -1.36860
C 4.64500 -0.93150 -0.45260
C 5.89890 -0.72140 -1.29730
C 4.62540 0.06100 0.69960
C 3.07750 -2.03330 -2.80150
C 3.82100 -1.61380 -4.06490
C 3.63420 -3.37680 -2.31790
C -0.79710 2.55730 0.48280
C -0.25520 3.78950 0.82810
C -1.04700 4.89680 1.07150
C -2.42130 4.78660 0.95680
C -2.98150 3.57090 0.61420
C -2.18710 2.44680 0.39100
P -2.88430 0.79450 -0.00670
C -3.62370 1.00020 -1.72400
C -3.95740 2.42220 -2.16310
C -2.62010 0.40050 -2.70090
C -4.43030 0.57890 1.07820
C -5.61530 1.53800 0.97640
C -4.96800 -0.82830 0.80100
H -1.96790 3.39740 4.61500
H -2.23490 2.57110 3.07660
H -0.62980 3.16490 3.48390
H -0.54660 1.55440 5.40440
H -3.11420 0.41250 4.19680
H -3.05310 1.38380 5.66540
H -2.27080 -0.19340 5.62740
H -0.74060 -1.67900 4.59250
H 1.90160 -0.53840 5.57640
H 0.96760 -1.85990 6.25190
H 0.32900 -0.22710 6.33830
H 2.04750 -1.60630 3.35670
H 0.62070 -2.21650 2.52420
H 1.22860 -3.03430 3.97250
H 1.63420 1.55310 5.11480
H 3.66530 2.84980 4.72290
H 4.31480 3.43130 2.40310
H 2.94740 2.66880 0.52730
H 0.66880 3.55200 -1.38160
H 2.12860 4.47360 -3.10340
H 4.00310 3.11350 -3.99290
H 4.32150 0.82830 -3.17470
H 4.66550 -1.94740 -0.04450
H 5.91400 0.26350 -1.75690
H 6.00610 -1.47970 -2.06940
H 6.76680 -0.79380 -0.64340
H 4.63880 1.07970 0.32110
H 5.50370 -0.08090 1.32580
H 3.74320 -0.07010 1.32170
H 2.01730 -2.15780 -3.05750
H 4.87400 -1.42920 -3.87960
H 3.37580 -0.74180 -4.52590
H 3.75230 -2.43670 -4.77540
H 4.72120 -3.37000 -2.32510
H 3.29860 -4.16230 -2.99050
H 3.30500 -3.64060 -1.31790
H 0.81550 3.88430 0.92140
H -0.59210 5.83540 1.35000
H -3.05680 5.64310 1.13240
H -4.05090 3.51200 0.51240
H -4.53320 0.38720 -1.72000
H -3.06050 3.04020 -2.17040
H -4.70210 2.90040 -1.53100
H -4.35310 2.38710 -3.17740
H -1.74110 1.04310 -2.74570
H -3.03640 0.32920 -3.70410
H -2.32100 -0.61320 -2.40230
H -4.03550 0.61510 2.10310
H -5.92970 1.66340 -0.05700
H -5.41640 2.50850 1.41780
H -6.45410 1.10610 1.52520
H -5.49860 -0.84360 -0.14980
H -5.67040 -1.12470 1.57930
H -4.17970 -1.57200 0.74890
C -1.64650 -4.68470 2.80580
N -1.85210 -4.26710 1.43830
C -1.95820 -2.99970 1.02980
N -1.99800 -1.99680 1.91050
S -2.18710 -2.67640 -0.60900
H -1.47050 -5.75710 2.81700
H -2.53280 -4.46870 3.40670
H -0.78040 -4.18560 3.24450
H -1.74580 -4.95160 0.70400
H -1.86200 -2.13490 2.89670
H -1.97300 -1.04660 1.54310
S 3.22230 -3.44750 1.47380
C 1.71560 -1.49160 -0.25460
N 1.04920 -2.59310 -0.71410
C 1.08590 -3.85800 -0.26730
C 0.21620 -4.79180 -0.88470
C 0.17670 -6.11070 -0.51540
C 0.99800 -6.57950 0.51550
C 1.87170 -5.71210 1.12130
C 1.97350 -4.36700 0.74520
H 2.09040 -1.51840 0.78590
H -0.41820 -4.43720 -1.68150
H -0.48580 -6.79130 -1.03060
H 0.97110 -7.61900 0.80690
H 2.53760 -6.06410 1.89760
F 0.29470 -0.40410 -2.91960
B 0.26520 0.28690 -4.26600
F 1.49780 0.12870 -4.81770
F -0.70770 -0.31700 -4.98540
F 0.00880 1.59660 -3.99630
*
```

As for the expectation value of S²: 0.86. The value obtained for the frontier orbital gap (spin up / spin down) is 5.3 / 5.4 eV. As for the LUMO energy (spin up / spin down): -1.26 / -1.02 eV. The HOMO energy (spin up / spin down) comes out at -0.23959 / -0.23685 Ha.

Löwdin atomic charge list, values in e, 5 entries:
1 Mn 0.465
2 C -0.113
3 C -0.549
4 C -0.118
5 P 1.112

3.
Below is a structure of composition C45H66BN9PtS5Se, with properties calculated with ωB97M-V/def2-TZVPD.

```
! wB97M-V def2-TZVPD RIJCOSX def2/J DEFGRID3
* xyz 4 5
Pt -1.09137 -0.26262 -0.07116
C 0.27492 1.40817 -4.85711
C 1.07457 0.66563 -3.83755
C 2.43053 0.47752 -3.97220
C 3.15780 -0.19737 -2.97613
N 2.52541 -0.78030 -1.96518
N 1.22933 -0.64271 -1.84565
B 0.42240 -1.50922 -0.82435
N -0.25570 -2.64803 -1.65799
N 0.43549 -3.03286 -2.73000
C -0.01845 -3.99864 -3.49774
C -1.20838 -4.67631 -3.15072
C -1.93642 -4.28527 -2.05900
C -3.21742 -4.93418 -1.65964
C -1.44349 -3.17922 -1.32321
S -2.36663 -2.47662 -0.06154
C 0.79312 -4.31809 -4.74233
C 0.79522 -3.06714 -5.63778
C 0.22387 -5.50635 -5.51361
C 2.23343 -4.63834 -4.30924
N 1.23066 -2.12844 0.35766
N 2.15720 -3.01060 0.00540
C 2.80610 -3.68994 0.93151
C 2.47226 -3.53312 2.29308
C 1.52853 -2.61574 2.67279
C 1.12112 -2.41734 4.09578
C 0.92399 -1.86355 1.63957
S -0.20388 -0.61628 2.03381
C 3.91835 -4.61384 0.48092
C 5.08375 -3.70272 0.05427
C 4.40337 -5.53785 1.59915
C 3.44171 -5.45554 -0.70922
C 0.48368 0.11065 -2.68378
S -1.17863 0.39531 -2.29045
C 4.66599 -0.31543 -3.02469
C 5.01356 -1.76258 -3.42276
C 5.22718 0.02683 -1.63336
C 5.28553 0.63530 -4.05248
H 0.87110 2.17576 -5.34602
H -0.61636 1.85992 -4.42756
H -0.05379 0.71238 -5.63454
H 2.95065 0.88011 -4.83073
H -1.55946 -5.49595 -3.76272
H -3.40058 -5.84330 -2.22629
H -4.05422 -4.25053 -1.82746
H -3.21552 -5.17925 -0.59568
H -0.22031 -2.79068 -5.93042
H 1.36468 -3.27606 -6.54326
H 1.25775 -2.22536 -5.11903
H -0.76615 -5.29277 -5.92168
H 0.17267 -6.40160 -4.89132
H 0.87954 -5.73174 -6.35322
H 2.64176 -3.81309 -3.72953
H 2.85726 -4.80113 -5.18806
H 2.25549 -5.54619 -3.70458
H 2.95009 -4.14867 3.04284
H 1.46868 -3.23873 4.71745
H 0.03749 -2.33540 4.17876
H 1.54920 -1.49299 4.49258
H 5.42315 -3.07750 0.88283
H 4.77274 -3.06169 -0.76608
H 5.92260 -4.31619 -0.27430
H 4.86404 -4.98465 2.41949
H 5.16639 -6.20104 1.19464
H 3.59989 -6.16922 1.98440
H 3.04301 -4.81490 -1.49297
H 2.66481 -6.15698 -0.39788
H 4.27517 -6.03204 -1.10890
H 4.53234 -2.47867 -2.75903
H 6.09327 -1.89736 -3.36226
H 4.69977 -1.97095 -4.44689
H 4.72584 -0.54655 -0.85689
H 5.08523 1.08801 -1.41655
H 6.29395 -0.18871 -1.60013
H 5.05658 0.34163 -5.07837
H 6.36900 0.60391 -3.94845
H 4.97402 1.67016 -3.89210
S -0.08473 3.22514 -0.33501
C -0.22107 4.86644 -0.73541
N -1.24341 5.64125 -0.45408
C -1.18655 7.04669 -0.87058
C 0.19071 7.28759 -1.50384
S 1.04835 5.67176 -1.57294
H -2.07880 5.28627 -0.01001
H -1.33099 7.68244 0.00194
H -1.99214 7.24847 -1.57619
H 0.80655 7.95972 -0.91242
H 0.12643 7.67155 -2.51807
C -0.79642 5.75819 5.30400
C -1.45928 5.49785 3.95317
C -0.77615 4.40381 3.13088
C -0.88296 2.99039 3.70576
N -2.26445 2.51031 3.78927
C -3.03952 2.07107 2.76296
Se -2.56477 1.94878 0.96677
N -4.27944 1.76096 3.23417
C -5.42335 1.25068 2.47225
C -6.49109 2.32070 2.22040
C -6.01849 3.48972 1.34734
C -5.48133 4.67751 2.14581
C -4.29961 1.97735 4.57891
C -5.31040 1.79212 5.52595
C -4.98088 2.06459 6.82853
C -3.68100 2.51695 7.19713
C -2.68318 2.71590 6.26958
C -3.00411 2.44471 4.94354
H -1.21918 6.64771 5.76714
H 0.27607 5.91769 5.18629
H -0.94500 4.93162 6.00022
H -1.42085 6.41847 3.36681
H -2.51942 5.25714 4.09162
H 0.29032 4.62607 3.04379
H -1.19087 4.39794 2.12202
H -0.47195 2.97084 4.71272
H -0.31207 2.29351 3.09062
H -5.85227 0.42476 3.04020
H -5.05380 0.86024 1.52564
H -6.85506 2.70311 3.17773
H -7.32511 1.80904 1.73992
H -6.85403 3.83352 0.73771
H -5.25758 3.13556 0.64204
H -6.27835 5.12749 2.73798
H -5.09521 5.45156 1.48167
H -4.68496 4.38523 2.83863
H -6.29844 1.44584 5.25733
H -5.72613 1.93349 7.60196
H -3.46834 2.71351 8.23980
H -1.70614 3.06155 6.57315
*
```

As for the expectation value of S²: 6.05. The value obtained for the frontier orbital gap (spin up / spin down) is 7.7 / 4.0 eV. As for the LUMO energy (spin up / spin down): -9.65 / -13.41 eV. The HOMO energy (spin up / spin down) comes out at -0.63784 / -0.63895 Ha.

Löwdin atomic charge list, values in e, 5 entries:
1 Pt 0.471
2 C -0.019
3 C -0.218
4 C 0.108
5 C -0.151

What are the energy values for these records? In order: -80834.941, -152476.022, -184559.868 eV.